1.
ORCA calculation (wB97M-V/def2-TZVPD) on an isolated molecule of C5H6O in a non-equilibrium geometry.

```
12
Properties=species:S:1:pos:R:3:nbo_charge:R:1
O -1.3875 -2.1845 1.0143 -0.492
C 1.7803 -0.2568 -0.4822 -0.362
C -1.4035 -1.1805 0.3709 0.475
C -0.2349 1.2637 -0.2436 -0.425
C -0.4981 0.1642 0.7530 -0.347
C 0.7658 0.3049 0.1016 -0.008
H -1.9933 -1.0562 -0.4803 0.111
H -0.1847 2.2115 0.0045 0.215
H -0.5471 0.4249 1.7641 0.235
H 2.1965 -1.1188 -0.0963 0.198
H 2.2405 0.2257 -1.3823 0.201
H -0.7339 1.2020 -1.3237 0.199
```

Properties
**Spin multiplicity**: 1
**Highest occupied orbital energy**: -0.3535 Eh
**Energy above the lowest of the compared OMol25 structures with the same formula, charge and spin**: 70.22 kcal/mol
**SMILES**: C=C1C[C@H]1C=O
**Gap between HOMO and LUMO**: 10.55 eV
**Total charge**: 0


2.
ORCA calculation (wB97M-V/def2-TZVPD) on an isolated molecule of C5H6O.

```
12
Properties=species:S:1:pos:R:3:nbo_charge:R:1
O 1.5676 0.7731 1.4600 -0.521
C -0.7503 0.4678 -0.8813 -0.182
C -0.0846 -0.9254 0.8907 -0.556
C 0.7486 0.6084 -0.8296 -0.557
C -1.2123 -0.3042 0.1068 -0.179
C 0.9321 0.1822 0.6298 0.629
H -2.2481 -0.4072 0.3816 0.218
H -0.2218 -1.1663 1.9504 0.237
H -1.3584 1.0390 -1.5700 0.216
H 1.2975 -0.0685 -1.5005 0.230
H 1.1011 1.6310 -1.0004 0.235
H 0.2287 -1.8299 0.3625 0.229
```

Properties
**Spin multiplicity**: 1
**Highest occupied orbital energy**: -0.3521 Eh
**Energy above the lowest of the compared OMol25 structures with the same formula, charge and spin**: 10.88 kcal/mol
**SMILES**: O=C1CC=CC1
**Gap between HOMO and LUMO**: 10.60 eV
**Total charge**: 0


3.
ORCA calculation (wB97M-V/def2-TZVPD) on an isolated molecule of C5H6O in a non-equilibrium geometry.

```
12
Properties=species:S:1:pos:R:3:nbo_charge:R:1
O -0.6776 1.2307 -2.0573 -0.539
C -1.3845 -0.1544 -0.2520 -0.297
C -0.4571 0.7209 -0.9821 0.538
C -0.6829 -0.8726 0.6235 -0.116
C 0.9050 0.6284 -0.2751 -0.503
C 0.6500 -0.2496 0.9726 -0.454
H 1.4212 -0.9981 1.1654 0.221
H 1.6300 0.1352 -0.9348 0.238
H 1.2731 1.6375 -0.0866 0.233
H -2.3479 -0.4831 -0.6205 0.223
H 0.6019 0.3779 1.8754 0.230
H -0.9391 -1.8973 0.4295 0.226
```

Properties
**Spin multiplicity**: 1
**Highest occupied orbital energy**: -0.3485 Eh
**Energy above the lowest of the compared OMol25 structures with the same formula, charge and spin**: 24.30 kcal/mol
**SMILES**: O=C1C=CCC1
**Gap between HOMO and LUMO**: 9.79 eV
**Total charge**: 0


4.
ORCA calculation (wB97M-V/def2-TZVPD) on an isolated molecule of C5H6O.

```
12
Properties=species:S:1:pos:R:3:nbo_charge:R:1
O 1.7893 0.8740 0.6738 -0.709
C 0.5905 0.8061 -0.0768 -0.058
C 0.4360 -0.5649 -0.7666 -0.506
C -1.4425 -0.1068 0.6062 -0.402
C -0.8837 -1.0152 -0.2365 0.028
C -0.5545 0.9883 0.8879 0.048
H -1.3222 -1.9797 -0.4940 0.209
H 1.5418 1.4097 1.4444 0.485
H -2.3881 -0.2578 1.1197 0.220
H 1.2518 -1.2306 -0.4650 0.256
H 0.5524 1.6150 -0.8284 0.196
H 0.4291 -0.5380 -1.8648 0.232
```

Properties
**Spin multiplicity**: 1
**Highest occupied orbital energy**: -0.3162 Eh
**Energy above the lowest of the compared OMol25 structures with the same formula, charge and spin**: 80.84 kcal/mol
**Gap between HOMO and LUMO**: 7.84 eV
**Total charge**: 0


5.
ORCA calculation (wB97M-V/def2-TZVPD) on an isolated molecule of C5H6O.

```
12
Properties=species:S:1:pos:R:3:nbo_charge:R:1
O 2.5433 -1.1586 1.5801 -0.512
C -0.3275 -0.1286 0.3567 -0.291
C -1.2011 0.5674 -0.3206 0.106
C 0.8590 -0.9281 -0.1225 -0.528
C 2.0410 -0.4865 0.7126 0.449
C -2.1770 1.2624 -0.8368 -0.481
H 1.0616 -0.7626 -1.1848 0.232
H -2.1010 2.3359 -0.9846 0.225
H -0.4690 -0.1167 1.4360 0.230
H 0.7000 -1.9972 0.0512 0.236
H 2.3836 0.5524 0.5194 0.108
H -3.1140 0.7773 -1.0939 0.225
```

Properties
**Spin multiplicity**: 1
**Highest occupied orbital energy**: -0.3569 Eh
**Energy above the lowest of the compared OMol25 structures with the same formula, charge and spin**: 41.74 kcal/mol
**SMILES**: C=C=CCC=O
**Gap between HOMO and LUMO**: 10.59 eV
**Total charge**: 0


6.
ORCA calculation (wB97M-V/def2-TZVPD) on an isolated molecule of C5H6O in a non-equilibrium geometry.

```
12
Properties=species:S:1:pos:R:3:nbo_charge:R:1
O 2.1559 -0.2666 0.2571 -0.407
C 1.2897 0.6634 -0.2165 0.264
C 0.9639 -0.7725 -0.4190 0.009
C -0.3900 -0.9778 0.2285 -0.439
C -1.0175 0.4595 -0.0634 -0.415
C 0.2287 1.3926 -0.0312 -0.280
H -0.3144 -1.0559 1.3615 0.217
H -0.9254 -1.8374 -0.1345 0.221
H 0.1606 2.4296 0.3985 0.215
H -1.7815 0.4160 -0.9529 0.215
H -1.4085 0.7176 0.9379 0.220
H 1.0386 -1.1685 -1.3659 0.179
```

Properties
**Spin multiplicity**: 1
**Highest occupied orbital energy**: -0.3245 Eh
**Energy above the lowest of the compared OMol25 structures with the same formula, charge and spin**: 102.45 kcal/mol
**SMILES**: C1=C2O[C@H]2CC1
**Gap between HOMO and LUMO**: 9.72 eV
**Total charge**: 0


7.
ORCA calculation (wB97M-V/def2-TZVPD) on a structure of composition C5H6O in a non-equilibrium geometry.

```
12
Properties=species:S:1:pos:R:3:nbo_charge:R:1
O -1.7783 0.8373 0.0748 -0.527
C -0.4979 0.8714 0.7115 0.056
C -0.9999 -0.2121 -0.5750 0.084
C 1.1236 -0.5379 0.0948 -0.415
C 0.3394 0.4852 -0.7056 -0.232
C -0.2619 -0.6336 0.7312 -0.212
H 1.4809 -1.4077 -0.4585 0.201
H 1.9130 -0.1473 0.7569 0.196
H -0.6440 -1.3416 1.4693 0.218
H -1.5134 -0.7940 -1.3390 0.182
H 0.1479 1.7157 0.6970 0.244
H 0.7095 1.1731 -1.4847 0.207
```

Properties
**Spin multiplicity**: 1
**Highest occupied orbital energy**: -0.3260 Eh
**Energy above the lowest of the compared OMol25 structures with the same formula, charge and spin**: 117.77 kcal/mol
**Gap between HOMO and LUMO**: 9.96 eV
**Total charge**: 0


8.
ORCA calculation (wB97M-V/def2-TZVPD) on an isolated molecule of C5H6O in a non-equilibrium geometry.

```
12
Properties=species:S:1:pos:R:3:nbo_charge:R:1
O 0.4517 1.6929 -0.0063 -0.543
C 0.1095 -1.0961 0.6734 -0.103
C -1.0493 0.8324 0.0801 -0.069
C 0.8155 -0.5869 -0.5559 -0.472
C -0.9380 -0.3319 1.0078 -0.278
C 0.0585 0.6903 -0.8936 0.032
H -1.5980 -0.5182 1.8484 0.225
H -0.9218 1.9707 0.2760 0.347
H 0.7920 -1.3085 -1.3738 0.219
H 0.4697 -1.9580 1.2301 0.213
H -0.0564 0.9659 -1.9390 0.186
H 1.8667 -0.3525 -0.3473 0.243
```

Properties
**Spin multiplicity**: 1
**Highest occupied orbital energy**: -0.3403 Eh
**Energy above the lowest of the compared OMol25 structures with the same formula, charge and spin**: 88.01 kcal/mol
**SMILES**: C1=C[C@H]2O[C@H]2C1
**Gap between HOMO and LUMO**: 9.72 eV
**Total charge**: 0


9.
ORCA calculation (wB97M-V/def2-TZVPD) on an isolated molecule of C5H6O2 in a non-equilibrium geometry.

```
13
Properties=species:S:1:pos:R:3:nbo_charge:R:1
O 0.7767 -1.5631 -1.0517 -0.531
O -1.5668 -1.3233 -0.0278 -0.707
C 1.6679 0.4694 -0.4725 -0.164
C -1.3494 1.0609 0.1326 -0.623
C 2.7888 0.3543 -0.0319 -0.077
C 0.5731 -0.4941 -0.5149 0.514
C -0.6844 -0.2931 0.3102 0.010
H -2.3183 1.0305 0.6380 0.232
H -1.5185 1.2843 -0.9246 0.217
H -0.7486 1.8605 0.5785 0.219
H -0.9928 -2.0385 -0.3574 0.489
H -0.3532 -0.3877 1.3632 0.181
H 3.7255 0.0399 0.3583 0.240
```

Properties
**Spin multiplicity**: 1
**Highest occupied orbital energy**: -0.3821 Eh
**Energy above the lowest of the compared OMol25 structures with the same formula, charge and spin**: 67.08 kcal/mol
**SMILES**: C#CC(=O)[C@@H](C)O
**Gap between HOMO and LUMO**: 10.44 eV
**Total charge**: 0


10.
ORCA calculation (wB97M-V/def2-TZVPD) on a structure of composition C5H6O2.

```
13
Properties=species:S:1:pos:R:3:nbo_charge:R:1
O 2.0795 0.5188 -1.4321 -0.695
O -1.4272 1.4424 -0.4876 -0.637
C -0.4486 -0.6271 0.9656 0.081
C -1.1622 0.2618 -0.4742 0.404
C -1.8225 -0.7625 1.0068 -0.507
C 0.4785 -0.2303 0.2220 -0.072
C 1.8808 0.1382 -0.0919 -0.113
H 1.6292 1.3623 -1.5713 0.477
H 2.5194 -0.7334 0.0812 0.213
H -1.2610 -0.4974 -1.2519 0.176
H -2.2607 -1.7449 0.8408 0.232
H -2.4055 -0.0505 1.5834 0.244
H 2.2001 0.9227 0.6090 0.197
```

Properties
**Spin multiplicity**: 1
**Highest occupied orbital energy**: -0.3189 Eh
**Energy above the lowest of the compared OMol25 structures with the same formula, charge and spin**: 110.87 kcal/mol
**Gap between HOMO and LUMO**: 9.28 eV
**Total charge**: 0


LUMO level, record by record: 0.9, 1.0, 0.3, -0.8, 0.9, 0.9, 1.1, 0.5, 0.0, 0.6 eV